67
Properties=species:S:1:pos:R:3:forces:R:3:mulliken_spin:R:1 method="wB97M-V/def2-TZVPD" s_squared=2.014 e_above_lowest_kcal_mol=10.67 homo_lumo_gap_ha="0.3033 / 0.2689" total_energy_ev=-67004.4237 total_charge=0 spin_multiplicity=3 largest_force_ev_per_a=0.76 lumo_energy_ev="-0.42 / -1.43"
S 2.5953 0.7410 1.5342 -0.1593 -0.1070 0.0685 0.0034
H 3.0560 -0.6568 -4.6836 0.0180 0.0181 0.0279 -0.0003
H -5.6472 -0.4831 -1.1929 0.0495 0.0357 0.0065 0.0004
C 3.9016 0.1040 -2.8286 0.0409 -0.0227 -0.0716 0.0210
Mo -0.3484 0.3750 -0.6669 -0.0468 0.2025 0.0448 1.9878
C 1.9223 -3.1075 2.4081 0.1355 0.0052 0.0704 0.0037
H 2.5620 -2.0030 0.6852 0.0254 0.0015 0.0034 -0.0003
O 3.9898 0.6096 1.2102 -0.0118 0.1466 -0.0612 -0.0030
H 4.4375 0.8598 -0.8952 -0.0225 -0.0116 0.0172 0.0003
H 1.0769 -1.7659 5.3947 0.0070 -0.0157 -0.0375 0.0000
N -1.3734 -0.9662 -3.1987 0.0171 -0.3397 0.0829 0.0062
N -0.9081 -0.9597 2.0305 -0.0086 -0.4091 -0.2253 0.0144
N -1.5803 -2.1060 -3.7544 0.1244 -0.0124 0.1898 0.0095
C -0.8814 -2.5258 -1.8090 0.1284 -0.2153 0.1478 0.0163
B -2.4159 2.9630 -0.9577 -0.0394 -0.0028 0.0114 0.0140
H 0.1057 -4.6399 4.1214 -0.0040 0.0597 -0.0552 0.0002
C -4.4898 1.4046 -1.2439 -0.0741 -0.0010 0.0117 0.0064
H -1.7739 4.7912 -3.0524 0.0252 -0.0396 0.0123 0.0013
C 2.1157 -0.7272 2.3649 0.1339 -0.0307 0.1329 -0.0013
H -2.5116 4.6173 1.3727 0.0443 -0.0283 -0.0117 0.0004
N -1.0832 -2.0944 2.5913 -0.0872 0.0026 -0.3440 0.0263
H -0.1443 1.2734 2.6328 0.0988 -0.0514 -0.0311 -0.0027
C 0.1648 3.7565 -3.5041 -0.0501 0.0403 0.0139 0.0001
C 1.4117 -1.8197 4.3650 0.0471 0.0064 0.0495 -0.0004
C 3.6567 0.4821 -1.5314 -0.0121 0.0475 0.2034 -0.0186
H -5.1726 2.2211 -1.4139 0.0336 -0.0251 -0.0042 0.0002
C 2.3373 0.3669 -1.0512 -0.0425 0.1394 0.2173 0.0419
H 1.7954 -5.1276 4.2466 -0.0167 0.0166 0.0000 0.0000
C -0.7006 -2.5080 0.5615 -0.0814 -0.0650 -0.1816 0.0047
C 2.8746 -0.3567 -3.6617 0.0942 0.0246 -0.0169 -0.0059
N -2.5350 0.4739 -0.8779 -0.0626 0.1404 -0.1436 -0.0021
H 4.9121 0.1799 -3.2122 -0.0301 -0.0021 0.0077 0.0005
C 1.0949 -4.3169 4.4540 0.0553 0.0656 -0.0424 -0.0005
H 1.0531 -4.1652 5.5321 0.0092 0.0121 -0.0155 0.0000
N -0.2640 2.1605 -1.9904 -0.0406 -0.0599 -0.0825 -0.0505
H 0.6557 4.3389 -4.2644 -0.0243 -0.0339 0.0330 0.0003
N 1.3696 -0.0670 -1.8715 0.0459 0.0373 -0.1247 -0.0411
C -4.7115 0.0444 -1.1227 -0.0285 0.0030 -0.0053 0.0021
H -0.6514 -4.1572 -0.6241 -0.0450 -0.0063 0.0090 -0.0019
H -3.1766 -1.5253 -0.7488 0.0206 0.0077 -0.0086 -0.0027
O 2.1538 1.8612 2.3084 0.0680 0.0937 0.0223 -0.0005
H 1.9892 -4.0673 1.9076 -0.0162 0.0355 0.0230 0.0003
C -1.9105 3.7271 1.4699 -0.1218 0.0419 0.0809 0.0019
N -0.5038 -3.1602 -0.6429 0.0670 0.1115 0.0030 0.0241
C 2.2387 -1.9551 1.7186 -0.0206 0.0630 0.1448 0.0042
N -0.6435 -1.1783 0.7026 -0.1371 -0.0012 0.3353 -0.0081
N 1.7263 0.6950 0.1419 0.1354 -0.0909 -0.7462 -0.0260
C -1.0599 3.9963 -2.9076 0.0212 0.0986 -0.0960 0.0238
H 1.5543 2.0845 -3.0623 -0.0500 -0.0075 0.0111 -0.0024
C 1.7106 -0.6477 3.6841 0.0775 -0.1353 0.0542 -0.0007
N -1.2964 3.0352 -2.0143 0.0014 -0.0720 0.1389 0.0003
N -1.7528 2.9130 0.4271 0.2709 -0.0797 -0.1000 -0.0082
N -0.9628 -3.1080 1.6934 -0.2245 0.0956 0.2037 -0.0018
C -0.6917 2.0163 2.0919 -0.0440 -0.0050 -0.0774 0.0020
C 1.6081 -0.4055 -3.1520 -0.0759 -0.1755 0.1692 0.0223
C -3.4521 -0.4952 -0.8963 -0.0277 0.0301 0.0567 0.0095
H -3.1537 3.9036 -1.0565 0.0668 -0.0671 -0.0071 0.0003
C 0.6233 2.5976 -2.8926 0.0509 0.0033 0.0413 0.0151
N -1.2795 -3.1232 -2.9094 -0.1525 0.1399 -0.2366 -0.0019
H -1.1864 3.5994 3.5562 0.0096 -0.0154 -0.0476 0.0004
H 1.6244 0.3184 4.1642 0.0307 -0.0252 -0.0062 0.0001
C 1.4979 -3.0555 3.7385 0.0918 -0.0685 0.1324 -0.0003
N -0.9057 -1.2054 -1.9403 -0.2022 0.3315 -0.2160 -0.0583
H 0.7580 -0.7183 -3.7365 -0.0650 0.0152 -0.0431 -0.0011
N -3.1838 1.6383 -1.0964 0.1383 -0.0348 0.0104 -0.0141
N -0.9758 1.8514 0.7953 -0.0887 0.1654 0.2058 -0.0161
C -1.2459 3.1985 2.5595 -0.0699 0.0196 0.0446 0.0046

***

39
Properties=species:S:1:pos:R:3:forces:R:3:lowdin_charge:R:1 method="wB97M-V/def2-TZVPD" homo_lumo_gap_ha=0.2730 total_energy_ev=-51245.1843 total_charge=0 largest_force_ev_per_a=15.42 lumo_energy_ev=-1.62
H 0.8700 -0.9650 -2.3535 -1.7129 2.0569 1.6658 0.2067
C -0.9375 1.6422 -0.9035 -1.6544 -1.5179 -5.2035 -0.7113
C 1.9730 -2.5753 0.0203 -2.0251 8.7793 -0.7431 -0.1762
O 3.4451 1.8623 0.5154 12.8489 -3.9739 -1.0614 0.1944
C 1.5928 0.3553 -1.0283 5.5963 5.2173 7.2740 -0.2087
H 2.2890 -3.4464 0.2927 1.5284 -5.3379 1.2132 0.0164
C -2.0065 -1.8674 -0.3668 -2.1004 0.7989 2.6031 -0.2314
C -3.1991 0.8096 2.1321 5.4219 -7.4274 3.9647 0.0207
H -4.8412 -1.4721 -0.7682 -0.2925 -0.1671 0.0668 0.0590
H -3.3952 -3.3653 -0.9296 1.6446 1.1176 -1.5240 0.1295
C -0.6101 0.5839 -1.7970 -6.0641 -1.1168 -1.8815 -0.0992
H -1.7821 -3.2001 -2.1303 -1.7400 0.6480 1.9964 0.1196
O 2.0144 3.1599 1.3727 -0.5288 -4.2837 -1.9239 -0.0861
C 1.4497 1.5638 -0.2333 -7.5045 -1.8817 -6.1768 -0.0667
N -0.7158 -1.9259 -0.0814 -4.1852 -5.0161 -7.9434 0.0835
C 0.5104 -0.0416 -1.6144 2.0414 -6.9783 -6.5046 -0.1445
H -0.0369 2.9804 0.3871 0.3517 0.3836 -1.8756 0.1441
S 1.2021 -1.5679 1.5577 3.7447 -1.6563 -0.3746 1.0603
C 0.1058 2.3046 -0.5175 5.9903 0.7636 8.1606 0.0039
H -4.5254 0.1829 -0.3807 0.2429 4.5395 -2.0712 -0.0051
C -0.3516 -1.3613 0.9430 4.2705 -1.6528 0.4664 -0.9550
O 4.2852 -1.9962 -0.8514 -5.7350 0.4775 1.8828 -0.0070
C -3.0661 -1.1140 0.5257 2.6262 -0.7917 -4.3471 -0.1124
H -2.3817 0.9869 2.8241 -0.4391 1.3305 0.7449 0.0883
H 3.6590 0.1760 -0.8214 3.6222 2.4841 -0.4312 0.0781
H -3.5122 1.5690 1.6366 -1.9117 4.6100 -3.6260 -0.0023
C 3.0512 -1.6770 -0.5429 6.0783 1.0459 -1.9654 -0.3495
H -1.3905 0.0532 -2.6425 2.0293 1.9565 2.7664 0.1985
H -3.1132 -1.9822 -2.2651 0.6077 -1.3031 1.9572 0.1108
N 2.8296 -0.2437 -0.7694 -5.0858 -6.5404 -0.5384 0.1285
C -2.4155 -0.3723 1.4577 0.5629 0.3034 -2.4983 -0.2037
N 2.3681 2.0020 0.5919 -8.9703 11.2677 5.5076 -0.3232
C -4.4424 -0.7485 -0.0795 -0.1992 -4.3996 6.2877 -0.0229
C -2.5945 -2.6658 -1.4400 -0.5112 -0.9254 -3.4727 -0.0724
N -1.0567 -0.6445 1.5529 -7.1611 8.9008 8.9487 0.1109
H -3.9108 0.2137 2.6565 -1.1778 0.3489 0.6210 0.0766
Cl -2.4207 2.4312 -1.1927 -1.1633 0.2985 0.4863 0.7476
H -5.0795 -0.6404 0.9675 0.7409 -0.8076 -2.7545 0.1434
H 1.1286 -2.3473 -0.6614 0.2134 -1.5507 0.3037 0.0567

***

32
Properties=species:S:1:pos:R:3:forces:R:3:lowdin_charge:R:1 method="wB97M-V/def2-TZVPD" e_above_lowest_kcal_mol=0.00 homo_lumo_gap_ha=0.3392 total_energy_ev=-26527.9107 total_charge=+1 largest_force_ev_per_a=6.79 lumo_energy_ev=-3.46
H 1.7964 -1.0989 -1.8148 -0.4654 -0.4346 2.4462 0.1499
H -4.3619 2.9817 -2.2547 0.0390 -0.0666 0.1949 0.0862
O 5.1089 -1.7025 -0.9261 -1.0701 2.2616 3.0291 -0.1971
H 5.8836 -2.1478 -0.4344 -1.4915 1.0934 -0.7374 0.1190
O -2.9969 0.7068 -2.0941 0.2510 -0.2329 -0.0894 -0.0662
H -0.2316 -0.0799 -0.4070 0.2464 -2.6855 0.4969 0.1306
H -2.4498 2.2285 -0.8490 -0.0002 -0.1498 -0.2008 0.1355
H -4.3660 0.0277 0.1028 0.0051 0.1684 -0.0021 0.0884
H -0.2964 -1.2013 2.3992 2.0418 0.2859 -1.6689 0.1577
N 1.9346 -1.2174 1.7094 -0.3827 -1.9964 0.3923 0.0128
C -3.3092 1.5666 -1.0013 -0.6904 -0.2611 -0.0204 -0.5111
C 0.4627 -0.7632 1.6083 -1.2406 1.4630 -0.5262 -0.1175
H -3.7652 1.3646 1.1109 -0.0141 -0.1125 -0.0684 0.0849
C 2.5502 -0.6720 0.4420 -1.3379 1.2068 -2.5952 -0.2991
C 1.6330 -1.4404 -0.7049 -1.3030 -0.8038 1.5750 -0.1057
P 4.4379 -0.5589 0.2302 5.4972 0.6888 3.9211 0.7843
C -3.5381 0.7309 0.2479 0.1300 -0.0075 0.2788 -0.0651
H -5.4000 1.7506 -1.5483 0.0941 -0.0117 0.1530 0.0864
O 4.7757 1.1120 -0.2723 -1.6726 -2.9703 1.6028 -0.2111
H 4.6406 1.6716 0.5710 0.4506 -1.3582 -1.6238 0.1085
H 1.6699 -2.6306 -0.6468 0.7637 2.5767 -0.1917 0.1415
H -0.6269 -1.9921 0.0695 1.5284 1.7966 -0.9283 0.1329
H -3.7546 0.1155 -2.2366 0.2843 0.3092 0.0338 0.0963
H 1.8963 -2.2751 1.6014 0.1601 1.3608 0.0950 0.1971
H 0.3895 0.4123 1.7880 0.6018 -2.5960 -0.3931 0.1533
O 5.1558 -0.7086 1.6556 -3.3066 0.0206 -4.9272 -0.3850
C 0.1534 -1.1233 0.0043 -0.1452 1.5842 0.8870 -0.1348
C -4.5367 2.3947 -1.3466 0.0053 0.3473 -0.1017 -0.0597
H 2.1717 0.4546 0.4232 1.1248 -2.2320 -0.0871 0.1611
H 2.4179 -1.1154 2.6275 -0.0532 0.7564 -0.8265 0.1938
H -4.7938 3.0784 -0.5315 -0.0259 -0.0761 -0.1125 0.0846
H -2.6509 0.1310 0.4774 -0.0240 0.0751 -0.0052 0.0476